(1)
{
  "formula": "C34H49Br2Cl2IN10O21",
  "method": "ωB97M-V/def2-TZVPD",
  "elements": ["C", "C", "C", "Cl", "C", "C", "C", "C", "C", "C", "Cl", "C", "C", "C", "C", "O", "C", "C", "N", "C", "C", "C", "C", "Br", "C", "I", "C", "C", "C", "O", "Br", "C", "C", "O", "H", "H", "H", "H", "H", "H", "H", "H", "H", "H", "H", "H", "H", "H", "H", "H", "H", "H", "H", "H", "H", "H", "C", "N", "O", "O", "H", "H", "H", "C", "N", "O", "O", "H", "H", "H", "C", "N", "O", "O", "H", "H", "H", "C", "N", "O", "O", "H", "H", "H", "C", "N", "O", "O", "H", "H", "H", "C", "N", "O", "O", "H", "H", "H", "C", "N", "O", "O", "H", "H", "H", "C", "N", "O", "O", "H", "H", "H", "C", "N", "O", "O", "H", "H", "H"],
  "xyz": [[-4.677, -3.469, 2.667], [-4.409, -3.608, 1.180], [-4.587, -2.296, 0.431], [-5.555, -2.542, -1.060], [-3.269, -1.651, 0.143], [-3.035, -0.901, -0.957], [-1.844, -0.280, -1.164], [-1.650, 0.576, -2.355], [-1.557, 2.057, -2.006], [-2.891, 2.753, -2.084], [-2.685, 4.464, -2.490], [-0.877, -0.446, -0.213], [-1.103, -1.207, 0.887], [-2.290, -1.815, 1.074], [-0.023, -1.304, 1.876], [0.226, -2.313, 2.468], [0.715, -0.044, 2.068], [1.133, 0.332, 3.312], [0.839, -0.459, 4.416], [1.760, -1.144, 4.955], [3.138, -1.323, 4.430], [1.427, -1.883, 6.189], [1.767, 1.542, 3.412], [2.259, 2.132, 5.138], [1.994, 2.321, 2.318], [2.909, 4.200, 2.535], [1.589, 1.932, 1.065], [1.785, 2.779, -0.135], [3.197, 2.774, -0.620], [4.124, 2.331, -0.060], [3.427, 3.594, -2.361], [0.943, 0.737, 0.975], [0.436, 0.209, -0.311], [1.065, 0.269, -1.329], [-5.216, -4.315, 3.030], [-5.269, -2.602, 2.903], [-3.778, -3.437, 3.239], [-5.109, -4.307, 0.776], [-3.431, -3.995, 1.005], [-5.178, -1.643, 1.034], [-3.811, -0.767, -1.669], [-0.749, 0.297, -2.858], [-2.490, 0.424, -3.006], [-0.898, 2.551, -2.690], [-1.150, 2.197, -1.023], [-3.405, 2.708, -1.146], [-3.518, 2.294, -2.819], [-2.470, -2.400, 1.942], [3.128, -1.681, 3.421], [3.670, -1.982, 5.071], [3.654, -0.383, 4.459], [0.426, -1.674, 6.496], [1.517, -2.939, 5.984], [2.144, -1.651, 6.951], [1.510, 3.785, 0.116], [1.159, 2.461, -0.932], [0.375, -3.104, -2.231], [-0.703, -4.139, -2.176], [-0.596, -5.143, -2.851], [-1.633, -3.889, -1.435], [1.163, -3.419, -2.906], [-0.090, -2.183, -2.566], [0.747, -2.995, -1.217], [-0.440, 6.690, -2.466], [0.456, 6.459, -1.302], [0.502, 5.353, -0.816], [1.095, 7.409, -0.897], [-0.935, 5.758, -2.700], [-1.155, 7.455, -2.177], [0.183, 7.032, -3.285], [-0.939, -6.178, 4.104], [-2.365, -5.799, 3.919], [-3.008, -5.487, 4.895], [-2.784, -5.809, 2.782], [-0.698, -6.111, 5.157], [-0.822, -7.190, 3.733], [-0.345, -5.483, 3.519], [0.897, 9.415, 1.622], [-0.506, 9.908, 1.665], [-1.049, 10.022, 2.740], [-1.028, 10.162, 0.599], [1.227, 9.230, 2.636], [0.895, 8.505, 1.032], [1.498, 10.181, 1.145], [7.105, -3.826, 2.335], [5.773, -3.406, 2.850], [5.736, -2.707, 3.839], [4.802, -3.794, 2.239], [7.865, -3.405, 2.979], [7.129, -4.910, 2.346], [7.191, -3.452, 1.321], [-0.270, -5.080, -6.068], [0.811, -4.179, -6.552], [1.538, -3.669, -5.728], [0.896, -4.005, -7.748], [-0.206, -5.124, -4.989], [-1.213, -4.657, -6.398], [-0.110, -6.053, -6.520], [3.947, -5.042, 6.460], [2.613, -4.870, 7.100], [2.526, -4.112, 8.035], [1.696, -5.509, 6.631], [4.656, -4.413, 6.981], [4.211, -6.090, 6.540], [3.846, -4.750, 5.420], [0.990, -1.837, -10.678], [-0.352, -1.309, -11.046], [-1.118, -1.029, -10.151], [-0.589, -1.194, -12.228], [1.057, -1.888, -9.599], [1.084, -2.823, -11.121], [1.729, -1.159, -11.090], [-4.056, 10.010, -2.468], [-4.027, 8.869, -3.425], [-3.028, 8.183, -3.468], [-5.010, 8.696, -4.106], [-3.114, 10.041, -1.938], [-4.209, 10.912, -3.051], [-4.889, 9.842, -1.795]],
  "forces_ev_per_angstrom": [[-0.086, -0.080, -0.103], [-0.765, 0.276, 0.159], [0.257, -0.555, -0.401], [-0.097, 0.021, -0.173], [-1.255, -0.616, 0.430], [-0.600, 0.387, -0.648], [0.145, 0.170, -0.674], [0.039, 0.367, 0.224], [-0.174, -0.017, -0.301], [0.165, -0.115, 0.288], [-0.631, 0.016, -0.013], [0.900, 0.807, -0.540], [0.727, -0.043, 0.749], [-0.343, -0.592, 0.612], [-0.034, 0.392, -0.109], [0.172, -1.208, 0.731], [-0.366, -0.862, 0.117], [-0.036, -1.125, 0.695], [0.146, 0.539, 0.215], [-0.650, -0.057, -0.075], [-0.457, 0.488, 0.252], [0.056, -0.219, -0.390], [0.432, 0.723, 1.447], [0.015, -0.052, 0.155], [0.601, 1.506, 0.044], [-0.027, -0.015, 0.005], [0.399, 0.340, -0.485], [0.188, 0.074, 0.241], [-0.355, -0.003, -0.140], [0.876, -0.412, 0.382], [-0.097, 0.241, -0.326], [-0.285, -0.202, -0.894], [-0.205, -0.233, 0.593], [0.712, 0.174, -1.237], [-0.333, -0.641, 0.284], [-0.253, 0.506, 0.067], [0.656, 0.210, 0.494], [-0.399, -0.500, -0.305], [0.614, -0.440, -0.232], [-0.474, 0.572, 0.280], [-0.576, 0.029, -0.556], [0.479, -0.242, -0.464], [-0.327, -0.129, -0.584], [0.517, 0.233, -0.478], [0.319, 0.118, 0.554], [-0.388, 0.056, 0.544], [-0.369, -0.028, -0.616], [0.110, -0.337, 0.601], [0.028, -0.308, -0.590], [0.520, -0.669, 0.280], [0.395, 0.623, -0.124], [-0.581, 0.162, 0.334], [-0.044, -0.418, -0.067], [0.325, 0.152, 0.589], [0.028, 0.637, -0.124], [-0.414, -0.048, -0.689], [0.082, -0.156, -0.083], [-0.107, 0.362, 0.339], [0.022, -0.010, 0.021], [0.177, -0.188, -0.222], [-0.099, -0.124, -0.086], [0.003, 0.067, 0.071], [-0.049, 0.084, 0.050], [0.126, -0.037, -0.033], [-0.014, 0.310, -0.161], [-0.186, -0.240, 0.043], [0.076, 0.121, 0.003], [0.318, 0.217, 0.008], [0.074, 0.057, -0.042], [0.030, 0.138, 0.023], [0.095, 0.017, 0.216], [0.249, 0.071, -0.014], [-0.107, -0.018, 0.168], [-0.080, -0.135, -0.221], [-0.017, 0.023, 0.054], [-0.007, -0.010, -0.094], [-0.006, 0.009, -0.084], [0.034, -0.070, 0.203], [-0.011, 0.009, -0.056], [0.008, -0.014, 0.227], [-0.041, 0.020, -0.239], [-0.053, 0.029, 0.078], [0.061, 0.037, -0.098], [-0.022, 0.002, -0.119], [0.101, 0.081, 0.078], [0.083, -0.008, -0.126], [0.191, 0.000, 0.199], [-0.154, -0.118, -0.086], [0.012, 0.040, 0.047], [-0.043, -0.044, -0.071], [-0.041, -0.043, -0.061], [0.044, 0.015, 0.160], [-0.069, -0.029, 0.018], [0.084, 0.077, 0.187], [-0.008, 0.009, -0.268], [-0.018, -0.037, -0.019], [-0.019, -0.012, -0.086], [-0.015, 0.000, -0.095], [0.074, 0.086, 0.060], [0.254, -0.153, 0.001], [0.042, 0.122, 0.276], [-0.223, -0.145, -0.192], [0.014, 0.052, 0.041], [-0.042, -0.062, -0.051], [-0.041, -0.021, -0.084], [0.031, -0.001, 0.206], [0.090, -0.039, 0.042], [-0.092, 0.033, 0.166], [-0.010, 0.006, -0.222], [-0.044, -0.018, 0.051], [0.016, -0.007, -0.089], [0.008, -0.009, -0.103], [0.096, 0.013, 0.049], [-0.085, 0.015, -0.029], [0.267, -0.085, 0.076], [-0.194, 0.059, -0.061], [0.085, -0.045, 0.056], [-0.094, 0.019, -0.028], [-0.060, 0.027, -0.020]],
  "charge": 0,
  "multiplicity": 1,
  "lumo_ev": -0.766,
  "de_lowest_kcal_mol": 0.0
}

=====

(2)
{
  "formula": "C34H49Cl2N2OP3ReS",
  "method": "ωB97M-V/def2-TZVPD",
  "elements": ["P", "C", "C", "H", "C", "H", "C", "H", "C", "H", "C", "H", "C", "C", "H", "C", "H", "C", "H", "C", "H", "C", "H", "C", "C", "H", "C", "H", "C", "H", "C", "H", "C", "H", "Re", "C", "C", "H", "C", "O", "H", "C", "H", "C", "Cl", "Cl", "P", "C", "H", "H", "H", "C", "H", "H", "H", "C", "H", "H", "H", "P", "C", "C", "H", "H", "H", "H", "H", "H", "C", "H", "H", "H", "H", "C", "C", "N", "C", "S", "N", "C", "C", "H", "H", "H", "H", "H", "H", "H", "H", "H", "H", "H", "H"],
  "xyz": [[1.332, 1.063, -3.137], [3.029, 1.162, -3.005], [3.617, 0.555, -4.129], [3.010, -0.116, -4.749], [4.926, 0.872, -4.448], [5.361, 0.447, -5.352], [5.644, 1.739, -3.613], [6.671, 1.992, -3.887], [5.079, 2.283, -2.455], [5.664, 2.952, -1.820], [3.757, 1.987, -2.111], [3.281, 2.369, -1.217], [0.669, -0.459, -3.667], [1.241, -1.727, -3.414], [2.101, -1.812, -2.740], [0.695, -2.838, -4.039], [1.123, -3.830, -3.854], [-0.372, -2.694, -4.929], [-0.762, -3.561, -5.460], [-0.934, -1.440, -5.171], [-1.749, -1.309, -5.889], [-0.451, -0.323, -4.514], [-0.879, 0.675, -4.667], [0.342, 2.463, -3.059], [0.648, 3.109, -4.275], [1.436, 2.672, -4.912], [-0.052, 4.245, -4.626], [0.183, 4.717, -5.582], [-1.029, 4.744, -3.759], [-1.579, 5.638, -4.060], [-1.302, 4.131, -2.536], [-2.067, 4.549, -1.871], [-0.608, 2.981, -2.149], [-0.748, 2.518, -1.171], [0.071, -0.613, 1.788], [-1.760, -1.451, 1.221], [-2.161, -1.547, -0.083], [-2.346, -1.861, 2.058], [-1.315, -0.813, -1.100], [-2.166, 0.189, -1.662], [-1.721, 0.882, -2.201], [-0.198, -0.369, -0.253], [-1.112, -1.526, -1.916], [0.771, 0.291, 0.378], [-0.394, -1.583, 4.103], [2.343, 0.256, 2.603], [1.348, -2.509, 1.461], [2.294, -3.011, 2.941], [1.600, -3.432, 3.676], [2.795, -2.132, 3.362], [3.033, -3.757, 2.629], [0.365, -3.991, 1.092], [-0.134, -3.878, 0.121], [-0.392, -4.112, 1.877], [1.034, -4.860, 1.076], [2.642, -2.505, 0.171], [3.170, -1.542, 0.167], [2.190, -2.683, -0.813], [3.351, -3.313, 0.405], [-3.732, -2.323, -0.551], [-4.346, -3.392, 0.749], [-3.373, -3.278, -2.030], [-4.543, -2.817, 1.663], [-3.615, -4.174, 0.990], [-5.283, -3.883, 0.447], [-2.986, -2.611, -2.811], [-4.280, -3.781, -2.398], [-2.608, -4.030, -1.798], [-4.915, -1.034, -0.936], [-5.086, -0.428, -0.037], [-5.869, -1.451, -1.289], [-4.465, -0.394, -1.703], [1.513, 0.850, -0.163], [-0.642, 4.268, 5.756], [-1.527, 3.075, 6.026], [-1.594, 2.069, 4.937], [-0.530, 1.776, 4.152], [-0.847, 1.596, 2.485], [0.693, 1.662, 4.675], [0.960, 1.391, 6.101], [0.087, 0.346, 6.748], [0.377, 3.981, 5.471], [-0.585, 4.872, 6.666], [-1.075, 4.889, 4.968], [-1.217, 2.536, 6.926], [-2.563, 3.401, 6.173], [-2.476, 2.033, 4.422], [1.412, 1.310, 4.001], [2.007, 1.079, 6.143], [0.885, 2.348, 6.634], [0.332, -0.645, 6.350], [0.285, 0.336, 7.822], [-0.976, 0.535, 6.584]],
  "forces_ev_per_angstrom": [[-0.438, -1.796, 2.432], [1.010, 0.243, 0.097], [0.498, 0.076, -0.158], [0.453, 0.393, 0.086], [0.119, -0.134, 0.184], [0.074, 0.172, 0.317], [0.071, -0.077, -0.310], [-0.335, -0.026, 0.157], [-0.372, -0.134, 0.296], [-0.136, -0.289, -0.188], [0.209, -0.305, -1.072], [0.075, 0.187, -0.072], [-0.497, -0.183, -0.496], [0.044, 0.522, 0.028], [-0.339, 0.028, -0.363], [0.139, -0.267, 0.059], [-0.182, 0.436, -0.089], [-0.098, 0.049, -0.122], [0.123, 0.151, 0.149], [-0.443, 0.021, -0.106], [0.253, -0.227, 0.278], [0.330, -0.041, 0.145], [0.091, -0.496, -0.142], [-0.259, 1.147, -0.547], [-0.380, 0.296, 0.153], [-0.508, 0.533, 0.070], [0.025, 0.290, -0.246], [-0.255, 0.064, 0.367], [0.043, 0.160, -0.420], [0.138, -0.305, 0.205], [-0.048, -0.224, 0.372], [0.416, -0.147, -0.293], [0.472, -0.072, -0.558], [-0.099, 0.100, -0.258], [-3.077, -0.955, 5.295], [-0.441, -0.560, -0.127], [-0.899, -0.161, 1.633], [-0.094, -0.077, -0.497], [-0.957, -0.819, -0.084], [0.072, 0.973, -0.294], [-0.030, -0.969, 0.574], [1.456, 1.105, 1.238], [0.859, 0.258, 0.171], [0.961, 1.952, -8.326], [0.020, 0.271, -1.136], [0.149, -0.421, -0.032], [1.471, -2.053, 0.435], [-0.072, -0.007, -0.091], [0.227, 0.115, -0.130], [-0.151, -0.343, -0.083], [-0.121, 0.049, 0.149], [0.028, -0.151, -0.129], [0.102, -0.071, 0.188], [0.189, 0.003, -0.145], [-0.257, 0.101, -0.028], [-0.101, 0.085, -0.158], [-0.100, -0.239, 0.051], [0.135, 0.046, 0.259], [-0.205, 0.268, -0.194], [0.892, 0.549, 0.048], [-0.152, -0.291, 0.302], [-0.213, -0.283, -0.175], [0.066, -0.037, -0.260], [-0.076, 0.229, -0.124], [0.264, 0.237, -0.051], [-0.127, -0.083, 0.147], [0.282, 0.138, 0.072], [-0.207, 0.148, -0.030], [-0.361, 0.023, -0.089], [0.035, -0.162, -0.178], [0.279, 0.101, 0.114], [-0.137, -0.146, 0.158], [0.648, 0.725, 0.947], [0.081, 0.288, -0.137], [-0.381, -0.732, 0.364], [0.137, 0.809, -0.907], [0.447, -0.215, 1.721], [-0.244, -0.200, -0.904], [-0.835, -0.621, -0.731], [0.328, 0.691, 0.001], [-0.026, -0.590, 0.084], [-0.269, 0.160, 0.040], [0.009, -0.065, -0.129], [0.152, -0.026, 0.006], [-0.117, 0.324, 0.055], [0.228, -0.092, 0.086], [0.502, 0.092, 0.272], [-0.632, 0.483, 0.586], [-0.112, 0.116, -0.014], [0.161, -0.249, 0.012], [-0.181, 0.282, 0.168], [-0.021, 0.072, -0.054], [0.221, -0.219, 0.107]],
  "charge": 2,
  "multiplicity": 4,
  "lumo_ev": [-4.866, -6.864],
  "de_lowest_kcal_mol": 81.3
}